Below is 7 unconnected molecules or ions with the total composition C31H62BBr2NO24S6 in a non-equilibrium geometry, with properties calculated with the ωB97M-V functional and the def2-TZVPD basis.

The geometry in XYZ format:
```
127
Properties=species:S:1:pos:R:3:forces:R:3
C -4.53166 3.29522 -3.57489 0.46 -0.27 0.28
C -3.66360 2.10078 -4.00645 -0.87 0.51 0.08
C -4.49736 0.83208 -4.07262 0.15 -0.50 -0.23
C -3.73087 -0.51639 -4.14527 -0.09 0.46 -0.34
C -2.23538 -0.46475 -3.85780 0.09 -0.47 0.32
C -1.82837 -0.21353 -2.39267 -0.13 0.33 -0.17
C -2.95875 -0.16276 -1.38892 0.18 0.05 0.44
C -2.47648 0.04552 0.04555 -0.36 0.59 -0.47
C -1.92824 1.45469 0.26215 0.27 -0.20 0.32
C -1.16442 1.55039 1.57647 0.22 -0.10 -0.14
C 0.25476 0.95793 1.44810 -0.25 0.75 0.71
C 1.28902 2.07054 1.24461 -0.03 -0.39 -0.41
C 2.76576 1.63032 1.09405 -0.23 0.13 0.28
C 3.04167 0.15504 1.37366 0.33 0.29 -0.50
B 2.98588 -0.90640 0.22737 -0.24 0.03 0.30
N 3.12882 -2.30941 0.61699 -0.40 0.15 -0.53
C 2.17979 -3.22109 -0.02974 0.31 -0.38 0.04
C 0.79863 -3.10110 0.58559 0.18 -0.25 0.03
C 2.83323 -0.54430 -1.31827 -0.07 -0.02 0.04
Br 1.34541 0.48941 -1.87658 0.12 0.11 0.20
C 3.70260 -0.96447 -2.22991 0.03 0.00 -0.12
C 4.89245 -1.83627 -1.95734 0.06 -0.20 -0.32
Br 3.53937 -0.51072 -4.06788 -0.01 0.07 -0.11
H -5.17175 2.99261 -2.74650 -0.25 0.01 -0.01
H -3.89605 4.08047 -3.17519 0.04 0.28 -0.19
H -5.13019 3.68502 -4.39175 -0.16 0.04 -0.04
H -3.29526 2.32032 -5.00409 0.58 -0.02 0.03
H -2.85635 2.02702 -3.28338 0.28 -0.16 -0.09
H -5.10245 0.90415 -4.97525 -0.26 0.04 -0.02
H -5.20264 0.79717 -3.24506 -0.02 0.08 0.21
H -3.84103 -0.91517 -5.15211 -0.02 -0.09 -0.12
H -4.22422 -1.22773 -3.48815 0.04 -0.17 0.05
H -1.75730 0.27801 -4.49051 -0.02 0.13 -0.19
H -1.81256 -1.42035 -4.16605 0.02 -0.13 -0.08
H -1.33782 0.75877 -2.35857 0.15 0.05 0.09
H -1.08352 -0.93310 -2.05491 -0.01 -0.14 -0.09
H -3.56633 -1.06380 -1.42835 -0.13 -0.09 -0.10
H -3.58653 0.70129 -1.60334 -0.33 -0.10 -0.19
H -1.74799 -0.70952 0.34051 0.01 -0.16 0.07
H -3.37204 -0.02124 0.66592 0.11 -0.34 0.39
H -1.24023 1.75341 -0.52904 0.00 -0.02 -0.16
H -2.75216 2.16291 0.22877 -0.15 0.06 -0.01
H -1.70399 1.01291 2.35786 -0.23 -0.05 0.09
H -1.09674 2.58633 1.90003 0.04 0.14 0.11
H 0.25740 0.24053 0.63203 0.17 -0.22 0.07
H 0.48537 0.46574 2.39221 0.09 -0.37 -0.08
H 1.20421 2.74518 2.09337 -0.05 0.12 0.07
H 0.99382 2.64265 0.36786 -0.04 0.19 -0.07
H 3.14931 1.89565 0.11185 -0.03 0.01 -0.21
H 3.33922 2.23326 1.79503 0.16 0.05 0.06
H 2.48471 -0.20616 2.23464 0.06 -0.16 0.10
H 4.09822 0.07568 1.66980 0.14 -0.18 0.16
H 4.07399 -2.65722 0.51474 0.11 -0.02 0.50
H 2.12835 -3.11137 -1.11926 -0.03 0.16 -0.11
H 2.52803 -4.23796 0.14662 0.11 -0.12 0.03
H 0.18226 -3.93087 0.24835 -0.26 0.06 -0.18
H 0.89615 -3.20001 1.66336 -0.06 0.17 0.18
H 0.31434 -2.15579 0.34556 -0.08 0.09 -0.01
H 5.60206 -1.37755 -1.27596 0.05 0.06 0.14
H 5.39391 -2.03673 -2.89566 0.26 0.02 -0.03
H 4.59037 -2.80332 -1.56683 -0.11 -0.07 0.14
O -2.12911 4.30397 -1.09393 0.10 -0.16 -0.15
S -1.77230 5.03564 0.06961 -0.19 0.39 0.05
O -0.49724 4.88346 0.66632 0.23 -0.12 -0.10
O -2.90979 4.82327 1.16040 -0.17 -0.02 -0.11
C -3.46302 6.09291 1.56713 0.09 0.19 0.19
C -3.30065 6.97000 0.34502 -0.28 -0.07 -0.17
O -2.02077 6.58608 -0.18662 0.04 0.06 0.20
H -2.89069 6.47447 2.40804 -0.03 -0.12 -0.21
H -4.50044 5.96109 1.85957 0.00 -0.19 -0.06
H -3.29195 8.02878 0.58470 0.20 0.01 -0.02
H -4.06348 6.76690 -0.40901 -0.01 0.00 0.02
O -3.48190 7.80412 4.27253 -0.13 -0.09 -0.18
S -2.10492 7.67119 4.59196 0.09 0.24 0.54
O -1.13595 7.49458 3.57468 0.01 0.04 -0.23
O -1.95879 6.52752 5.68782 -0.13 0.03 0.10
C -1.30250 7.03434 6.86292 0.29 0.04 0.05
C -1.69016 8.49845 6.89388 -0.26 -0.03 0.17
O -1.65774 8.89074 5.51109 0.22 -0.08 0.03
H -0.22645 6.90199 6.74444 0.00 0.02 0.00
H -1.64653 6.48501 7.73396 -0.13 -0.09 -0.10
H -0.99584 9.11132 7.46008 0.07 0.08 -0.16
H -2.70304 8.64114 7.27349 0.00 -0.02 0.01
O -2.03875 4.36037 -6.15740 -0.33 -0.03 -0.11
S -0.63356 4.46468 -6.02445 0.29 -0.06 0.20
O 0.12661 5.21391 -6.95601 0.03 0.14 -0.10
O -0.03417 2.99213 -5.89415 -0.13 -0.08 0.14
C 0.73439 2.86430 -4.68499 0.27 -0.04 0.12
C 0.07784 3.83433 -3.72478 -0.25 -0.21 0.07
O -0.25667 4.96162 -4.55793 0.17 -0.02 0.00
H 1.76811 3.14062 -4.89953 0.00 0.00 0.02
H 0.69940 1.83449 -4.32797 -0.11 0.07 -0.24
H 0.73708 4.15405 -2.92287 0.01 0.18 -0.08
H -0.84163 3.42852 -3.29897 0.00 0.00 0.02
O 7.41469 -4.91722 -0.54602 0.19 0.10 -0.02
S 6.26548 -4.87565 0.27874 -0.07 -0.23 0.09
O 5.89316 -3.68860 0.96252 0.03 0.23 -0.11
O 6.32914 -6.08193 1.30867 0.01 -0.15 -0.21
C 5.15478 -6.90937 1.19099 -0.30 -0.02 0.21
C 4.74447 -6.76217 -0.25763 0.17 -0.29 -0.06
O 4.99546 -5.37876 -0.55182 -0.16 0.02 0.13
H 4.38850 -6.52303 1.86457 0.00 0.02 -0.01
H 5.39328 -7.93376 1.45794 0.19 0.04 0.01
H 3.69516 -6.99202 -0.42072 -0.04 0.20 -0.03
H 5.36702 -7.37605 -0.91202 0.02 0.00 0.02
O 2.97612 -12.14557 0.29894 -0.11 -0.07 0.23
S 3.76526 -11.02492 -0.04478 -0.03 0.01 -0.37
O 4.35788 -10.19842 0.94448 0.08 0.05 0.15
O 2.92135 -10.11536 -1.05566 0.01 -0.05 -0.10
C 3.63781 -9.93008 -2.28680 0.17 0.14 -0.03
C 4.47351 -11.18552 -2.42058 -0.21 -0.22 -0.16
O 4.90003 -11.45898 -1.07630 0.12 0.25 0.00
H 4.26399 -9.04097 -2.19845 0.01 -0.01 -0.03
H 2.93115 -9.79965 -3.10092 -0.13 -0.04 0.10
H 5.34311 -11.05204 -3.05666 0.12 -0.01 0.15
H 3.88133 -12.02946 -2.77732 -0.02 0.02 -0.02
O -4.29910 -2.53684 6.93913 -0.13 -0.09 0.09
S -3.44249 -1.43310 6.70829 0.02 0.05 -0.18
O -2.81838 -0.75487 7.78299 0.09 0.01 0.15
O -4.21878 -0.38532 5.78381 -0.06 -0.12 -0.10
C -3.47039 -0.11393 4.58986 0.32 0.19 -0.03
C -2.70435 -1.39429 4.33894 -0.21 -0.20 -0.29
O -2.31686 -1.83364 5.64847 0.07 0.22 0.02
H -2.79677 0.72368 4.77921 -0.01 0.01 -0.01
H -4.14404 0.13457 3.77484 -0.17 -0.02 0.13
H -1.82274 -1.24665 3.72129 0.13 -0.02 0.16
H -3.34104 -2.15796 3.88824 -0.01 0.01 -0.01
```
Positions in Å, forces in eV/Å.

The calculation puts the HOMO-LUMO gap at 8.9 eV. Its total charge is 0. The SMILES is CCCCCCCCCCCCCCB(NCC)/C(Br)=C(\C)Br.O=S1(=O)OCCO1.O=S1(=O)OCCO1.O=S1(=O)OCCO1.O=S1(=O)OCCO1.O=S1(=O)OCCO1.O=S1(=O)OCCO1. As for the relative energy (zero: lowest compared OMol25 entry of this formula, charge and spin): 0.00 kcal/mol. As for the HOMO energy: -0.3258 hartree.

Results of the Löwdin charge analysis, in e, for atoms 1 through 6:
1 C -0.09
2 C -0.26
3 C -0.21
4 C -0.20
5 C -0.19
6 C -0.25